1.
Molecular formula: C4H7NO
Method: DFT, ωB97M-V/def2-TZVPD

XYZ file:
```
13
Properties=species:S:1:pos:R:3
C -1.147 1.171 -0.166
C 0.071 0.648 0.592
C 0.750 -0.520 -0.119
O 1.899 -0.888 0.612
C -0.169 -1.657 -0.422
N -0.828 -2.484 -0.892
H -1.571 2.037 0.350
H -0.887 1.484 -1.184
H -1.933 0.411 -0.243
H -0.205 0.330 1.603
H 0.833 1.431 0.691
H 1.008 -0.206 -1.135
H 2.179 -1.759 0.313
```

For the HOMO-LUMO gap, the calculation gives 11.89 eV. As for the HOMO energy: -11.22 eV. Its energy is -7798.4729 eV. The energy relative to the best compared isomer or geometry (same formula, charge and spin) comes out at 1.1715 eV. Its SMILES is CC[C@@H](O)C#N.

How positive or negative is each atom? The natural (NBO) charges in e answer that:
1. C -0.62
2. C -0.40
3. C 0.01
4. O -0.69
5. C 0.24
6. N -0.31
7. H 0.22
8. H 0.21
9. H 0.22
10. H 0.22
11. H 0.22
12. H 0.20
13. H 0.48

***

2.
Molecular formula: H20O10
Method: DFT, ωB97M-V/def2-TZVPD

XYZ file:
```
30
Properties=species:S:1:pos:R:3
O -6.969 -24.649 -10.492
H -6.377 -25.399 -10.437
H -6.393 -23.899 -10.645
O -8.155 -25.861 -12.559
H -8.192 -25.234 -11.837
H -7.223 -26.053 -12.663
O -11.853 -22.680 -6.621
H -11.393 -21.954 -7.043
H -11.327 -23.451 -6.832
O -10.209 -20.567 -9.593
H -10.896 -21.124 -9.961
H -10.486 -20.410 -8.690
O -8.123 -21.935 -6.908
H -7.205 -22.172 -6.775
H -8.601 -22.454 -6.261
O -9.332 -23.568 -8.962
H -8.459 -23.846 -9.237
H -9.188 -22.739 -8.505
O -10.696 -24.768 -10.912
H -10.576 -24.248 -10.117
H -11.150 -25.557 -10.616
O -9.917 -24.988 -6.343
H -10.724 -25.362 -5.989
H -9.910 -25.257 -7.261
O -10.574 -19.983 -6.984
H -9.681 -20.321 -6.911
H -10.803 -19.715 -6.094
O -8.962 -22.791 -11.724
H -9.743 -23.321 -11.564
H -8.961 -22.147 -11.016
```

The expectation value of S² is 0.757. Its net charge is +1. For the HOMO-LUMO gap (spin up / spin down), the calculation gives 10.41 / 3.20 eV. The spin multiplicity is 2. As for the HOMO energy (spin up / spin down): -13.84 / -13.84 eV. Its energy is -20789.6057 eV. The energy relative to the best compared isomer or geometry (same formula, charge and spin) comes out at 0.4646 eV.

How positive or negative is each atom? The natural (NBO) charges in e answer that:
1. O -0.97
2. H 0.50
3. H 0.50
4. O -0.63
5. H 0.50
6. H 0.48
7. O -0.95
8. H 0.47
9. H 0.46
10. O -0.97
11. H 0.46
12. H 0.50
13. O -0.98
14. H 0.49
15. H 0.50
16. O -0.97
17. H 0.50
18. H 0.52
19. O -0.93
20. H 0.50
21. H 0.51
22. O -0.95
23. H 0.48
24. H 0.47
25. O -0.97
26. H 0.49
27. H 0.51
28. O -0.55
29. H 0.51
30. H 0.51

***

3.
Molecular formula: C3H5NO2
Method: DFT, ωB97M-V/def2-TZVPD

XYZ file:
```
11
Properties=species:S:1:pos:R:3
N 1.534 0.504 0.550
C 1.264 0.014 -0.579
O 0.337 -0.964 -0.764
C -0.827 -0.942 0.084
C -1.193 0.510 0.368
O -0.976 1.067 1.409
H 2.122 1.329 0.463
H 1.663 0.331 -1.548
H -0.681 -1.492 1.017
H -1.625 -1.417 -0.502
H -1.620 1.059 -0.498
```

For the HOMO-LUMO gap, the calculation gives 10.56 eV. As for the HOMO energy: -9.78 eV. Its energy is -8775.4723 eV. The energy relative to the best compared isomer or geometry (same formula, charge and spin) comes out at 2.2224 eV. Its SMILES is [H]/N=C/OCC=O.

How positive or negative is each atom? The natural (NBO) charges in e answer that:
1. N -0.67
2. C 0.39
3. O -0.51
4. C -0.17
5. C 0.40
6. O -0.47
7. H 0.36
8. H 0.15
9. H 0.20
10. H 0.20
11. H 0.11

***

4.
Molecular formula: C26H60N8O12S
Method: DFT, ωB97M-V/def2-TZVPD

XYZ file:
```
107
Properties=species:S:1:pos:R:3
C -4.459 3.518 0.095
C -3.437 3.345 1.216
O -3.653 2.528 2.082
N -2.328 4.025 1.303
C -1.711 4.941 0.328
H -3.968 3.515 -0.879
H -5.227 4.282 0.218
H -5.155 2.682 0.154
H -1.769 3.730 2.091
H -1.448 5.872 0.830
H -2.411 5.222 -0.459
H -0.840 4.433 -0.085
C 3.220 1.605 2.641
C 4.184 1.765 1.471
O 3.781 2.225 0.378
N 5.468 1.330 1.666
C 6.123 1.028 2.898
H 3.073 0.527 2.701
H 2.286 2.142 2.472
H 3.616 1.979 3.585
H 6.101 1.474 0.893
H 5.440 1.045 3.748
H 6.834 1.787 3.225
H 6.629 0.064 2.835
C 1.118 -1.819 -1.601
C 2.351 -1.525 -0.753
O 2.467 -0.714 0.107
N 3.428 -2.271 -1.021
C 4.614 -2.178 -0.227
H 0.297 -2.288 -1.058
H 1.234 -2.458 -2.476
H 0.836 -0.809 -1.899
H 3.496 -2.998 -1.718
H 4.742 -3.192 0.154
H 4.728 -1.713 0.752
H 5.311 -1.713 -0.924
C -5.486 -4.715 0.150
C -5.425 -3.697 1.256
O -6.272 -3.446 2.065
N -4.217 -3.190 1.294
C -3.692 -2.293 2.298
H -6.095 -4.523 -0.733
H -5.936 -5.576 0.644
H -4.469 -5.006 -0.113
H -3.479 -3.513 0.685
H -3.395 -1.369 1.802
H -2.786 -2.638 2.798
H -4.326 -1.861 3.072
C -0.396 -0.047 0.969
C -0.867 0.496 -0.422
O -1.919 0.079 -0.906
N 0.017 1.388 -1.026
C -0.255 2.119 -2.254
H -0.094 -1.094 0.994
H -1.117 0.021 1.784
H 0.422 0.598 1.289
H 0.888 1.727 -0.645
H 0.294 3.054 -2.139
H -1.344 2.113 -2.305
H 0.109 1.690 -3.187
C -2.195 -6.009 4.007
C -1.725 -5.542 2.689
O -2.306 -5.952 1.679
N -0.609 -4.755 2.630
C -0.090 -4.016 1.490
H -3.263 -5.934 4.213
H -1.569 -5.630 4.815
H -2.096 -7.078 4.199
H -0.257 -4.346 3.484
H 0.679 -3.486 2.051
H -0.765 -3.241 1.127
H 0.393 -4.406 0.594
C -1.262 1.670 4.503
C -2.378 1.304 5.307
O -2.318 1.116 6.502
N -3.548 1.337 4.667
C -4.939 1.127 5.162
H -0.798 0.819 4.004
H -0.383 2.218 4.843
H -1.668 2.357 3.760
H -3.451 1.608 3.699
H -5.313 0.207 4.714
H -5.601 1.890 4.753
H -4.930 1.045 6.249
C 4.106 2.794 -6.191
C 3.610 2.856 -4.726
O 2.421 3.060 -4.407
N 4.491 2.201 -3.934
C 4.180 1.944 -2.574
H 5.191 2.877 -6.252
H 3.675 3.715 -6.584
H 3.515 2.128 -6.820
H 5.434 2.023 -4.249
H 4.997 1.537 -1.979
H 3.379 1.210 -2.665
H 3.697 2.765 -2.042
C 1.327 -0.066 -7.362
C 1.486 -0.047 -5.834
O 0.174 -0.209 -5.428
S -0.814 0.750 -6.189
O -0.532 2.175 -5.903
O -2.177 0.194 -6.024
O -0.039 0.310 -7.599
H 1.206 -1.019 -7.877
H 1.984 0.681 -7.808
H 1.808 0.908 -5.419
H 2.141 -0.794 -5.387
```

For the HOMO-LUMO gap, the calculation gives 8.67 eV. As for the HOMO energy: -8.69 eV. Its energy is -75258.9986 eV. Its SMILES is O=S1(=O)OCCO1.CNC(C)=O.CNC(C)=O.CNC(C)=O.CNC(C)=O.CNC(C)=O.CNC(C)=O.CNC(C)=O.CNC(C)=O.

Atomic partial charges in e from the Löwdin method, atoms 1 to 99:
1. C 0.02
2. C -0.56
3. O 0.02
4. N 0.04
5. C -0.04
6. H 0.08
7. H 0.08
8. H 0.08
9. H 0.13
10. H 0.08
11. H 0.08
12. H 0.07
13. C -0.01
14. C -0.49
15. O -0.01
16. N 0.01
17. C -0.10
18. H 0.09
19. H 0.08
20. H 0.07
21. H 0.14
22. H 0.07
23. H 0.08
24. H 0.08
25. C 0.03
26. C -0.57
27. O 0.06
28. N 0.00
29. C -0.09
30. H 0.07
31. H 0.08
32. H 0.07
33. H 0.14
34. H 0.09
35. H 0.08
36. H 0.09
37. C 0.00
38. C -0.61
39. O 0.06
40. N 0.02
41. C -0.06
42. H 0.08
43. H 0.09
44. H 0.07
45. H 0.12
46. H 0.07
47. H 0.07
48. H 0.08
49. C 0.00
50. C -0.50
51. O 0.03
52. N 0.00
53. C -0.06
54. H 0.04
55. H 0.06
56. H 0.05
57. H 0.12
58. H 0.08
59. H 0.09
60. H 0.06
61. C -0.01
62. C -0.54
63. O 0.03
64. N 0.01
65. C -0.08
66. H 0.10
67. H 0.07
68. H 0.09
69. H 0.12
70. H 0.08
71. H 0.06
72. H 0.08
73. C -0.01
74. C -0.63
75. O 0.04
76. N 0.02
77. C -0.02
78. H 0.08
79. H 0.09
80. H 0.06
81. H 0.06
82. H 0.07
83. H 0.08
84. H 0.08
85. C 0.00
86. C -0.51
87. O 0.02
88. N -0.01
89. C -0.09
90. H 0.08
91. H 0.08
92. H 0.06
93. H 0.13
94. H 0.08
95. H 0.08
96. H 0.08
97. C -0.14
98. C -0.19
99. O -0.22

***

5.
Molecular formula: C3H6NOS
Method: DFT, ωB97M-V/def2-TZVPD

XYZ file:
```
12
Properties=species:S:1:pos:R:3
C 0.110 -0.399 0.098
C -0.130 0.793 -0.833
S 0.364 0.267 -2.561
C -0.236 -0.385 1.556
N 0.188 0.736 2.213
O -0.819 -1.270 2.142
H -0.320 -1.244 -0.450
H 1.180 -0.633 0.051
H -1.184 1.073 -0.873
H 0.492 1.636 -0.508
H -0.237 0.829 3.123
H 0.457 1.545 1.692
```

Its net charge is -1. For the HOMO-LUMO gap, the calculation gives 6.28 eV. As for the HOMO energy: -2.57 eV. Its energy is -17582.5511 eV. The energy relative to the best compared isomer or geometry (same formula, charge and spin) comes out at 0.5141 eV. Its SMILES is NC(=O)CC[S-].

How positive or negative is each atom? The natural (NBO) charges in e answer that:
1. C -0.55
2. C -0.51
3. S -0.72
4. C 0.69
5. N -0.85
6. O -0.65
7. H 0.24
8. H 0.23
9. H 0.18
10. H 0.16
11. H 0.38
12. H 0.39

***

6.
Molecular formula: C4H10N2
Method: DFT, ωB97M-V/def2-TZVPD

XYZ file:
```
16
Properties=species:S:1:pos:R:3
C -0.718 2.172 0.284
C -0.652 1.344 -1.000
C -0.876 -0.163 -0.665
N 0.599 -0.840 -0.630
C 1.127 -1.452 0.447
N 0.550 -1.566 1.581
H -0.078 3.038 0.377
H -0.341 1.800 1.219
H -1.737 2.607 0.459
H -1.434 1.600 -1.665
H 0.312 1.610 -1.436
H -1.270 -0.614 -1.522
H -1.327 -0.290 0.337
H 1.174 -0.657 -1.568
H 2.277 -1.565 0.528
H 1.099 -2.098 2.221
```

For the HOMO-LUMO gap, the calculation gives 9.54 eV. As for the HOMO energy: -8.57 eV. Its energy is -7288.5863 eV. The energy relative to the best compared isomer or geometry (same formula, charge and spin) comes out at 2.0332 eV. Its SMILES is [H]/N=C/NCCC.

How positive or negative is each atom? The natural (NBO) charges in e answer that:
1. C -0.64
2. C -0.42
3. C -0.20
4. N -0.64
5. C 0.27
6. N -0.77
7. H 0.21
8. H 0.23
9. H 0.21
10. H 0.21
11. H 0.21
12. H 0.20
13. H 0.25
14. H 0.40
15. H 0.15
16. H 0.34